No. 1
An isolated molecule of C22H30N4O4, computed with ωB97M-V/def2-TZVPD.

As for the highest occupied orbital energy: -8.2 eV. Its relative energy (zero: lowest compared OMol25 entry of this formula, charge and spin) is 2.773 eV. The value obtained for the LUMO energy is 0.687 eV. For the total energy, the calculation gives -1376.33447 Eh. As for the structure (SMILES): COc1cc(C(=O)N[C@H](C)CCn2cccn2)ccc1OC1CCN(C(C)=O)CC1. The spin multiplicity is 1.

Atoms and positions in Å:
1 C -1.85271 -3.33364 -2.36813
2 H -0.85099 -3.52626 -2.76481
3 O -1.99969 -1.99418 -1.96279
4 C -1.18383 -1.53386 -0.97362
5 C -0.21314 -2.27559 -0.33293
6 C 0.57628 -1.71558 0.67403
7 C 0.39499 -0.38605 1.01398
8 C -0.57145 0.37412 0.37147
9 C -1.37604 -0.17952 -0.61059
10 O -2.37494 0.45097 -1.27974
11 C -2.54515 1.85283 -1.16705
12 C -1.45636 2.61357 -1.93689
13 H -1.59245 3.68450 -1.77833
14 C -1.55433 2.29571 -3.42929
15 N -2.87704 2.61259 -3.92588
16 C -3.04638 3.67760 -4.74532
17 O -2.10136 4.32923 -5.14943
18 C -4.46788 3.99887 -5.16240
19 H -4.43110 4.84442 -5.84385
20 H -4.92115 3.15293 -5.67380
21 H -5.07469 4.26718 -4.30057
22 C -3.91046 1.84953 -3.26926
23 H -3.68711 0.78461 -3.39516
24 C -3.91867 2.16402 -1.77011
25 H -4.14640 3.21879 -1.60836
26 H -4.67594 1.55687 -1.27413
27 H -4.88552 2.05719 -3.70422
28 H -1.36437 1.22940 -3.58937
29 H -0.83365 2.88601 -3.99683
30 H -0.46852 2.32914 -1.57271
31 H -2.54144 2.15054 -0.10771
32 H -0.68592 1.40853 0.65477
33 H 1.01345 0.09348 1.75641
34 C 1.60279 -2.60357 1.28828
35 O 2.04332 -3.57975 0.70410
36 N 1.99959 -2.27156 2.53750
37 H 1.59072 -1.48786 3.02245
38 C 2.95370 -3.07069 3.27534
39 C 2.43926 -3.30716 4.69103
40 H 1.52671 -3.89689 4.65669
41 H 2.21629 -2.35944 5.17575
42 H 3.17773 -3.84776 5.27722
43 H 3.01547 -4.02324 2.73433
44 C 4.36103 -2.44525 3.23839
45 H 5.08141 -3.20153 3.55377
46 H 4.58310 -2.18105 2.20238
47 C 4.55887 -1.21571 4.13200
48 N 3.74852 -0.09348 3.74610
49 C 4.03840 0.85113 2.83252
50 C 2.97689 1.72679 2.80589
51 C 2.08027 1.21367 3.75111
52 N 2.56065 0.11496 4.30655
53 H 1.12273 1.59497 4.04756
54 H 2.86217 2.60171 2.20017
55 H 4.95726 0.84170 2.28201
56 H 4.30969 -1.45752 5.16653
57 H 5.60841 -0.91058 4.08569
58 H -0.02488 -3.30563 -0.58965
59 H -2.58908 -3.48444 -3.15606
60 H -2.05453 -4.02671 -1.54534


No. 2
An isolated molecule of C22H30N4O4 at a distorted geometry, computed with ωB97M-V/def2-TZVPD.

As for the highest occupied orbital energy: -7.8 eV. Its relative energy (zero: lowest compared OMol25 entry of this formula, charge and spin) is 2.434 eV. The value obtained for the LUMO energy is 0.233 eV. For the total energy, the calculation gives -1376.34692 Eh. As for the structure (SMILES): CCCCOCCCn1c(N)c(C(=O)O[C@@H](C)COC)c2nc3ccccc3nc21. The spin multiplicity is 1.

Atoms and positions in Å:
1 C 2.78117 -4.48866 2.85974
2 H 2.37371 -4.00890 1.97510
3 H 3.86278 -4.37529 2.84903
4 H 2.39345 -3.98017 3.74027
5 C 2.40383 -5.96455 2.88409
6 C 0.89299 -6.19984 2.91723
7 C 0.17369 -5.84288 1.61121
8 O 0.08777 -4.46866 1.30457
9 C -0.77037 -3.72221 2.14290
10 C -1.04727 -2.38089 1.47209
11 H -1.76355 -1.81495 2.06787
12 H -1.48502 -2.56453 0.48920
13 C 0.24912 -1.57969 1.31091
14 N 0.08611 -0.47163 0.40746
15 C -0.00735 -0.54450 -0.95419
16 N 0.05766 -1.68619 -1.64569
17 H 0.30996 -2.55819 -1.21554
18 H 0.03902 -1.56550 -2.65353
19 C -0.20464 0.72818 -1.50422
20 C -0.24571 1.64006 -0.40930
21 N -0.40072 2.93865 -0.33702
22 C -0.37725 3.45881 0.91275
23 C -0.53367 4.85043 1.06833
24 C -0.51357 5.41349 2.31441
25 C -0.33780 4.61781 3.45700
26 C -0.18272 3.26320 3.34342
27 C -0.19762 2.65314 2.07716
28 N -0.03759 1.30410 1.99425
29 C -0.06501 0.83992 0.78065
30 H -0.04531 2.63229 4.20830
31 H -0.32517 5.08473 4.43097
32 H -0.63331 6.48102 2.42805
33 H -0.66618 5.44301 0.17637
34 C -0.30919 0.95036 -2.92518
35 O -0.23208 0.04943 -3.75052
36 O -0.48155 2.23526 -3.23499
37 C -0.61648 2.58704 -4.61298
38 C -2.09198 2.64434 -4.99163
39 H -2.56299 1.68500 -4.79092
40 H -2.58691 3.41792 -4.41068
41 H -2.19011 2.87698 -6.04803
42 C 0.08321 3.94023 -4.83901
43 O -0.60932 5.04627 -4.32772
44 C -0.45162 5.24376 -2.93599
45 H 0.59749 5.45597 -2.69454
46 H -0.77469 4.37783 -2.35348
47 H -1.06159 6.11152 -2.68959
48 H 1.09730 3.88973 -4.41663
49 H 0.15317 4.10842 -5.91770
50 H -0.10461 1.82002 -5.21059
51 H 1.03479 -2.24132 0.93459
52 H 0.56145 -1.16300 2.27036
53 H -0.30701 -3.55569 3.12500
54 H -1.71347 -4.26827 2.29239
55 H 0.71114 -6.28204 0.76608
56 H -0.84185 -6.26919 1.63930
57 H 0.70604 -7.26013 3.10096
58 H 0.45259 -5.64002 3.74434
59 H 2.84506 -6.43139 3.76814
60 H 2.82181 -6.46067 2.00521


No. 3
A structure of composition C22H30O2RuSi at a distorted geometry, computed with ωB97M-V/def2-TZVPD.

As for the highest occupied orbital energy (spin up / spin down): -13.4 / -14.5 eV. The value obtained for the LUMO energy (spin up / spin down) is -6.875 / -11.272 eV. For the total energy, the calculation gives -1390.33223 Eh. The net charge is +2. The spin multiplicity is 5.

Atoms and positions in Å:
1 C 0.49501 1.78861 1.35550
2 C -0.56604 2.22199 0.48081
3 C -1.80858 2.14520 1.21587
4 H -0.45266 2.61425 -0.51729
5 C -1.49863 1.70238 2.55444
6 C -0.07674 1.45789 2.62695
7 H 0.46842 1.09591 3.49068
8 H 1.54864 1.75432 1.09173
9 H -2.78028 2.44480 0.84376
10 H -2.21268 1.57007 3.35803
11 Ru -0.98195 0.24946 0.96966
12 C -1.75395 -1.84709 -1.79252
13 H -2.81545 -1.57969 -1.73492
14 H -1.55227 -2.68254 -1.12033
15 H -1.52520 -2.16362 -2.81751
16 Si -0.62457 -0.41059 -1.35313
17 C 1.15588 -0.42945 -1.97216
18 C 1.86036 0.78183 -1.95001
19 H 1.33034 1.72886 -1.81179
20 C 3.25550 0.77717 -2.06438
21 H 3.79328 1.72553 -2.02501
22 C 3.93903 -0.43698 -2.19667
23 H 5.02748 -0.43744 -2.28321
24 C 3.23199 -1.64386 -2.22001
25 H 3.76755 -2.59272 -2.30154
26 C 1.83799 -1.64751 -2.10818
27 H 1.27613 -2.58487 -2.09358
28 C -1.60429 0.96255 -2.24478
29 C -1.07134 1.56650 -3.38654
30 H -0.05135 1.32428 -3.69998
31 C -1.85296 2.47095 -4.11708
32 H -1.41648 2.95713 -4.99108
33 C -3.17175 2.74840 -3.73620
34 H -3.77654 3.44387 -4.32091
35 C -3.70598 2.12700 -2.60202
36 H -4.73352 2.32850 -2.29111
37 C -2.92275 1.24042 -1.85398
38 H -3.35250 0.76383 -0.96543
39 H -2.02532 -0.76512 0.21128
40 H 0.42038 -0.14735 0.12393
41 C -1.11383 -1.32463 4.19150
42 O -0.85025 -1.66349 2.82184
43 C 0.10444 -2.72901 2.71476
44 C 1.54068 -2.26422 2.89572
45 O 1.70256 -1.03658 2.19453
46 C 3.05540 -0.61712 2.08709
47 H -0.22374 -0.87690 4.66448
48 H -1.41441 -2.23019 4.73859
49 H -1.93140 -0.59686 4.17572
50 H -0.11373 -3.50539 3.46482
51 H -0.01598 -3.13419 1.69989
52 H 2.21656 -3.03672 2.48272
53 H 1.75898 -2.11223 3.96839
54 H 3.09469 0.12672 1.28124
55 H 3.39377 -0.16172 3.03248
56 H 3.72205 -1.46033 1.83492


No. 4
A structure of composition C22H30OReS3Sb2Se4 at a distorted geometry, computed with ωB97M-V/def2-TZVPD.

As for the highest occupied orbital energy: -15.9 eV. Its relative energy (zero: lowest compared OMol25 entry of this formula, charge and spin) is 1.721 eV. The value obtained for the LUMO energy is -11.589 eV. For the total energy, the calculation gives -12289.52542 Eh. The net charge is +3. The spin multiplicity is 1.

Atoms and positions in Å:
1 Re -0.37352 0.45372 0.92465
2 Se 2.41686 -1.91008 4.11530
3 Sb 2.70998 0.17480 3.37144
4 Se 1.65387 -0.27630 0.43922
5 Se -0.45914 0.98896 3.08009
6 Se 3.61473 2.23548 3.23825
7 C 0.06625 4.56702 2.40274
8 C 0.53773 4.55103 0.96000
9 C 0.16349 5.83864 0.21191
10 Sb -0.20989 2.95334 -0.25056
11 C 1.05884 2.64682 -1.94963
12 C 0.80762 3.70012 -3.03454
13 C 2.51954 2.64151 -1.51124
14 C -2.31607 3.09183 -0.67227
15 C -2.67891 4.29280 -1.54545
16 C -3.07989 3.11592 0.64751
17 H 0.59347 5.36697 2.92691
18 H 0.29998 3.64565 2.93881
19 H -1.00068 4.77215 2.48899
20 H 1.61703 4.38295 0.91511
21 H -0.90615 6.03618 0.27668
22 H 0.46373 5.84725 -0.83684
23 H 0.67530 6.67386 0.69375
24 H 0.74285 1.66314 -2.31208
25 H 1.18490 4.68131 -2.74624
26 H -0.23800 3.78750 -3.31952
27 H 1.35539 3.40043 -3.92979
28 H 2.82880 3.61591 -1.12918
29 H 3.15612 2.42008 -2.36942
30 H 2.75593 1.89249 -0.75002
31 H -2.50105 2.15725 -1.21010
32 H -2.61857 5.22936 -0.99355
33 H -3.71826 4.17126 -1.85853
34 H -2.08473 4.38304 -2.45116
35 H -2.86336 4.01475 1.22718
36 H -2.89996 2.24554 1.28285
37 H -4.14844 3.11761 0.42673
38 O -1.61586 -0.23691 -0.12168
39 C -2.21468 -1.49609 -1.03656
40 C -1.82077 -2.68173 -0.20551
41 C -1.80849 -3.97127 -0.63940
42 C -1.48188 -4.89903 0.39827
43 C -1.25967 -4.29542 1.59052
44 S -1.49052 -2.59279 1.48240
45 C -1.47866 -1.36187 -2.29594
46 C -1.78833 -0.52224 -3.34460
47 C -0.80661 -0.52768 -4.35499
48 C 0.23800 -1.36210 -4.05121
49 S 0.04306 -2.13827 -2.55588
50 C -3.67293 -1.22801 -1.13629
51 C -4.50313 -1.73767 -2.09124
52 C -5.87220 -1.42544 -1.83799
53 C -6.03673 -0.68845 -0.71041
54 S -4.54348 -0.38482 0.08106
55 H -2.03740 -4.26769 -1.65336
56 H -1.42019 -5.96672 0.24944
57 H -1.01446 -4.74724 2.53813
58 H -2.71129 0.03877 -3.39138
59 H -0.88153 0.01675 -5.28444
60 H 1.09213 -1.59060 -4.67080
61 H -4.16562 -2.32527 -2.93301
62 H -6.68720 -1.73634 -2.47391
63 H -6.95457 -0.31007 -0.28904


Among the records above, which one has the highest spin multiplicity?
C22H30O2RuSi


What is the formula in the first record?
C22H30N4O4